#w
DFT (ωB97M-V with the def2-TZVPD basis set) results for the molecule C22H28N2O4.

Results
SMILES string = COc1cc(C(C)=O)ccc1OC[C@H](O)CN1CCN(c2ccccc2)CC1
gap between HOMO and LUMO = 7.546 eV
total charge = 0
highest occupied orbital energy = -7.25 eV

CARTESIAN COORDINATES (ANGSTROEM)
1 C -2.6561 -0.3235 -2.9820
2 H -3.3976 0.4082 -3.3174
3 O -2.9460 -0.8004 -1.6903
4 C -2.9034 0.0700 -0.6341
5 C -2.6790 1.4300 -0.7783
6 C -2.6776 2.2908 0.3195
7 C -2.9246 1.7629 1.5846
8 C -3.1270 0.4108 1.7435
9 C -3.1000 -0.4627 0.6582
10 O -3.3124 -1.7717 0.9691
11 C -2.7260 -2.8074 0.2071
12 C -1.1958 -2.6607 0.0866
13 O -0.6618 -3.7051 -0.6932
14 H -0.7936 -4.5405 -0.2295
15 C -0.5445 -2.5624 1.4886
16 N 0.6865 -1.8316 1.6262
17 C 1.8481 -2.3232 0.9152
18 C 2.0327 -1.7046 -0.4823
19 N 2.0725 -0.2562 -0.3912
20 C 3.2884 0.3854 -0.1930
21 C 3.4497 1.4592 0.6888
22 C 4.6622 2.1134 0.8004
23 C 5.7536 1.7209 0.0474
24 C 5.6076 0.6651 -0.8375
25 C 4.3990 0.0132 -0.9622
26 H 4.3101 -0.7844 -1.6843
27 H 6.4435 0.3508 -1.4462
28 H 6.7004 2.2298 0.1441
29 H 4.7532 2.9356 1.4959
30 H 2.6323 1.7916 1.3095
31 C 0.8632 0.2399 0.2306
32 H 0.8959 1.3270 0.3040
33 C 0.6289 -0.3836 1.6186
34 H -0.3339 -0.0555 2.0142
35 H 1.4206 -0.0323 2.2921
36 H 0.0302 -0.0129 -0.4357
37 H 2.9563 -2.0835 -0.9145
38 H 1.2045 -1.9950 -1.1349
39 H 1.7833 -3.4087 0.8335
40 H 2.7302 -2.0689 1.5178
41 H -0.3575 -3.5845 1.8430
42 H -1.2667 -2.1032 2.1685
43 H -0.9860 -1.7552 -0.4848
44 H -3.1613 -2.8713 -0.7949
45 H -2.9704 -3.7186 0.7637
46 H -3.3073 -0.0136 2.7189
47 H -2.9370 2.4307 2.4316
48 C -2.4292 3.7469 0.2070
49 O -2.4348 4.4641 1.1838
50 C -2.1630 4.3025 -1.1728
51 H -3.0152 4.1181 -1.8230
52 H -1.9970 5.3740 -1.0974
53 H -1.2812 3.8336 -1.6039
54 H -2.5144 1.8303 -1.7640
55 H -1.6545 0.1153 -3.0362
56 H -2.6981 -1.1991 -3.6280

The computed Mulliken charges, all in e, follow:
1. C -0.98
2. H 0.35
3. O -0.42
4. C 0.09
5. C -0.01
6. C -0.29
7. C -0.89
8. C -0.38
9. C 0.72
10. O -0.54
11. C -1.31
12. C 2.40
13. O -0.60
14. H 0.45
15. C -1.48
16. N 0.22
17. C -1.05
18. C -0.76
19. N 0.05
20. C 0.89
21. C -0.43
22. C -0.78
23. C -0.48
24. C -0.63
25. C -0.22
26. H 0.41
27. H 0.37
28. H 0.38
29. H 0.36
30. H 0.21
31. C -0.67
32. H 0.69
33. C -0.73
34. H 0.28
35. H 0.47
36. H -0.14
37. H 0.47
38. H 0.30
39. H 0.45
40. H 0.41
41. H 0.45
42. H 0.55
43. H -1.14
44. H 0.28
45. H 0.53
46. H 0.43
47. H 0.46
48. C 1.02
49. O -0.61
50. C -1.39
51. H 0.37
52. H 0.36
53. H 0.35
54. H 0.54
55. H 0.36
56. H 0.27

#x
DFT (ωB97M-V with the def2-TZVPD basis set) results for a cluster of 2 separate species, C22H28N2O4 in total.

Results
SMILES string = CNC(=O)[C@@H](NC(C)=O)C(C)C.O=C(OCc1ccccc1)c1ccccc1
gap between HOMO and LUMO = 9.794 eV
total charge = 0
highest occupied orbital energy = -9.34 eV

CARTESIAN COORDINATES (ANGSTROEM)
1 O 2.0768 -2.6694 1.2344
2 O -1.4792 2.6637 -5.3266
3 O 1.4829 0.9764 -1.5631
4 O 0.9714 -3.1257 3.1986
5 C 2.0324 -2.6934 2.4637
6 C -2.1228 1.9964 -4.5300
7 C 0.5858 0.7849 -2.3737
8 C 5.4094 -1.2511 4.7055
9 C -2.6177 0.1302 1.7805
10 C 4.3978 -1.9711 5.3448
11 C 5.3325 -1.0201 3.3296
12 C -1.9211 -0.0148 2.9829
13 C -2.5156 -0.8537 0.7925
14 C 3.3087 -2.4523 4.6110
15 C 4.2450 -1.5042 2.5941
16 C -1.1392 -1.1528 3.2053
17 C -1.7249 -1.9867 1.0116
18 C 3.2103 -2.2224 3.2239
19 C -1.0377 -2.1521 2.2236
20 N 0.4553 -0.4607 -2.8500
21 N -1.6493 1.5940 -3.3496
22 C -3.5324 1.5705 -4.8691
23 C -0.2371 -3.4096 2.4765
24 C -0.3307 -0.9539 -3.9809
25 C -1.1974 4.2658 -2.0901
26 C -1.2717 2.3945 -0.4446
27 C -0.4962 2.9800 -1.6347
28 C -0.3295 1.9643 -2.7919
29 H 6.2532 -0.8720 5.2752
30 H -3.2297 1.0114 1.6130
31 H 4.4527 -2.1531 6.4140
32 H 6.1156 -0.4598 2.8272
33 H -1.9887 0.7542 3.7465
34 H -3.0508 -0.7384 -0.1444
35 H 2.5306 -3.0040 5.1312
36 H 4.1956 -1.3053 1.5256
37 H -0.6089 -1.2630 4.1470
38 H -1.6498 -2.7447 0.2376
39 H 1.0944 -1.1143 -2.4191
40 H -2.2565 1.0455 -2.7648
41 H -3.5918 0.4843 -4.8748
42 H -4.2220 1.9820 -4.1346
43 H -3.7866 1.9539 -5.8568
44 H -0.8464 -4.0895 3.0793
45 H -0.0262 -3.9280 1.5343
46 H -1.3721 -1.0901 -3.6871
47 H -0.2684 -0.2519 -4.8159
48 H 0.0681 -1.9152 -4.3092
49 H -1.1840 4.9950 -1.2801
50 H -2.2311 4.0642 -2.3699
51 H -0.6693 4.6846 -2.9475
52 H -1.3187 3.1314 0.3571
53 H -2.2846 2.1234 -0.7387
54 H -0.7518 1.5150 -0.0624
55 H 0.4923 3.2772 -1.2842
56 H 0.2291 2.4805 -3.5729

The computed Mulliken charges, all in e, follow:
1. O -0.62
2. O -0.66
3. O -0.71
4. O -0.28
5. C 0.48
6. C 0.74
7. C 0.02
8. C -0.32
9. C -0.50
10. C -0.61
11. C -0.56
12. C -0.57
13. C -0.46
14. C -0.26
15. C -0.28
16. C -0.27
17. C -0.55
18. C 0.28
19. C 0.80
20. N -0.08
21. N 0.25
22. C -1.21
23. C -0.94
24. C -0.80
25. C -1.72
26. C -1.52
27. C 0.54
28. C -0.17
29. H 0.37
30. H 0.42
31. H 0.38
32. H 0.38
33. H 0.40
34. H 0.40
35. H 0.40
36. H 0.44
37. H 0.39
38. H 0.31
39. H 0.30
40. H 0.09
41. H 0.30
42. H 0.30
43. H 0.34
44. H 0.38
45. H 0.38
46. H 0.20
47. H 0.27
48. H 0.36
49. H 0.49
50. H 0.27
51. H 0.41
52. H 0.44
53. H 0.27
54. H 0.43
55. H 0.41
56. H 0.44

Stability check: which of them is least stable? #w.